{
  "formula": "HNO2",
  "method": "ωB97M-V/def2-TZVPD",
  "species": ["O", "O", "N", "H"],
  "coordinates": [[-2.066835, -0.127530, -1.135088], [-0.916544, 0.327022, -1.416304], [0.158579, 0.375069, -0.742480], [-0.112914, -0.172047, 0.106243]],
  "atomic_forces_ev_per_a": [[0.4, -0.8, 1.5], [1.6, 2.0, -2.5], [-2.5, -1.6, 0.7], [0.5, 0.3, 0.3]],
  "multiplicity": 1,
  "de_lowest_kcal_mol": 87.16,
  "gap_ev": [9.693, 9.676],
  "max_force_ev_per_a": 3.6,
  "charge": 0,
  "e_lumo_ev": [-1.463, -1.469]
}

=====

{
  "formula": "HNO2S",
  "method": "ωB97M-V/def2-TZVPD",
  "species": ["S", "O", "O", "N", "H"],
  "coordinates": [[-2.243187, 0.985937, 0.864620], [-0.016362, -0.432633, 0.344910], [1.709095, -0.074555, -0.516260], [-1.041956, 0.079257, 0.638776], [1.592411, -0.558007, -1.332046]],
  "atomic_forces_ev_per_a": [[-0.1, 0.8, -0.3], [-1.5, -0.1, 0.5], [1.4, 1.1, 0.1], [0.5, -1.2, 0.4], [-0.3, -0.4, -0.6]],
  "multiplicity": 1,
  "de_lowest_kcal_mol": 99.40,
  "gap_ev": [9.835, 7.098],
  "max_force_ev_per_a": 1.7,
  "charge": 0,
  "e_lumo_ev": [-0.817, -1.114]
}

=====

{
  "formula": "HNO2S",
  "method": "ωB97M-V/def2-TZVPD",
  "species": ["S", "O", "O", "N", "H"],
  "coordinates": [[0.541709, 0.057203, -0.137287], [-0.972804, -0.652491, 0.042338], [1.612364, -0.937500, -0.113343], [0.539436, 1.468419, -0.027706], [-1.720704, 0.064371, 0.235996]],
  "atomic_forces_ev_per_a": [[-0.2, -9.1, -6.5], [-2.1, 2.3, 1.8], [0.1, 0.9, 2.2], [0.3, 7.9, 2.9], [2.1, -1.9, -0.4]],
  "multiplicity": 3,
  "de_lowest_kcal_mol": 52.53,
  "gap_ev": [7.955, 8.115],
  "max_force_ev_per_a": 11.2,
  "charge": 0,
  "e_lumo_ev": [0.055, -3.858]
}